# 1
155
Properties=species:S:1:pos:R:3 method="wB97M-V/def2-TZVPD" max_force_ev_per_a=1.394 lumo_energy_ev=0.3 e_homo_ev=-9.1 mol_weight_g_mol=1731.27
C 5.6748 -0.3067 3.6337
C 6.3287 -1.6134 3.1709
C 6.3830 -1.8127 1.6463
C 6.8309 -0.5933 0.8237
O 6.0778 -0.4304 -0.3807
C 4.7429 -0.0433 -0.1384
C 4.2658 0.8792 -1.2747
O 3.0699 1.5782 -1.0308
C 2.8683 2.3018 0.1800
C 1.7525 3.3518 -0.1869
C 0.4933 2.7065 -0.8089
C -0.7202 2.9677 0.0977
C -1.9519 2.1528 -0.2949
C -3.1324 2.5531 0.6137
C -4.5183 2.1112 0.1166
C -4.5425 0.7086 -0.5073
C -5.9979 0.2435 -0.7035
C -6.1198 -1.2833 -0.7144
C -6.0653 -1.9710 0.6793
C -6.3514 -1.0597 1.8726
O -5.3195 -0.1799 2.2859
C -4.1730 -0.8223 2.7885
P 4.2398 3.3348 0.8168
O 5.1685 2.6461 1.7684
B 2.2491 1.4824 1.4036
O 2.4246 1.9302 2.6926
O 1.4707 0.3832 1.1349
C 1.8544 -0.8486 1.7406
P 5.6949 1.8840 -1.9261
O 5.2597 2.8555 -2.9738
B 3.9435 -0.0630 -2.5568
O 2.8343 0.2350 -3.3100
O 4.7808 -1.0875 -2.9291
C 4.4737 -2.4181 -2.5474
C 3.0485 -2.8487 -2.8857
H 6.3881 0.5155 3.5732
H 5.4108 -0.3793 4.6902
H 4.7864 -0.0515 3.0579
H 7.3095 -1.7224 3.6362
H 5.7281 -2.4352 3.5735
H 7.1137 -2.6035 1.4601
H 5.4286 -2.2138 1.2991
H 7.8504 -0.7676 0.4772
H 6.8520 0.3370 1.3972
H 4.6874 0.4455 0.8415
H 4.0675 -0.9101 -0.0818
H 1.4523 3.8460 0.7397
H 2.2349 4.0575 -0.8662
H 0.6024 1.6324 -0.9480
H 0.3232 3.1710 -1.7815
H -0.4600 2.6871 1.1242
H -0.9547 4.0347 0.0628
H -1.7553 1.0919 -0.1193
H -2.2020 2.3005 -1.3494
H -2.9604 2.1534 1.6160
H -3.1210 3.6459 0.6729
H -4.8671 2.8268 -0.6344
H -5.1980 2.0802 0.9681
H -4.0113 0.0201 0.1518
H -4.0448 0.7220 -1.4808
H -6.2951 0.6000 -1.6953
H -6.6743 0.7383 -0.0054
H -7.0275 -1.5693 -1.2506
H -5.2858 -1.6387 -1.3286
H -5.1357 -2.5313 0.7843
H -6.8580 -2.7240 0.7044
H -7.2231 -0.4623 1.6462
H -6.6213 -1.6916 2.7307
H -3.6264 -1.4132 2.0465
H -3.5010 -0.0294 3.1213
H -4.4118 -1.4285 3.6651
H 4.8932 3.9475 -0.2716
H 3.5766 4.4012 1.4519
H 3.3516 1.9247 2.9756
H 1.0785 -1.2027 2.4195
H 1.9852 -1.5941 0.9532
H 2.7899 -0.7812 2.3028
H 6.5625 0.9095 -2.4411
H 6.4143 2.4747 -0.8663
H 2.0207 0.0564 -2.8241
H 5.1566 -3.0612 -3.1047
H 4.6929 -2.6081 -1.4903
H 2.9827 -3.9248 -3.0411
H 2.3058 -2.5379 -2.1483
H 2.7688 -2.3933 -3.8381
C -1.8189 -2.4056 6.0765
Cl -0.9351 -2.5923 4.5573
Cl -3.0619 -1.1593 5.9814
H -2.2937 -3.3496 6.3192
H -1.1093 -2.1255 6.8458
C -6.9207 0.7483 -4.6880
Cl -8.1116 0.2982 -3.4641
Cl -5.5010 1.5374 -3.9782
H -6.5924 -0.1470 -5.1977
H -7.3819 1.4343 -5.3884
C -1.1762 -5.4861 2.4410
Cl -2.1925 -4.3604 1.5273
Cl -1.9609 -6.0378 3.9276
H -0.9727 -6.3487 1.8177
H -0.2580 -4.9750 2.7131
C 7.7770 -4.5423 4.2691
Cl 7.0225 -4.1026 5.8036
Cl 6.6207 -4.5051 2.9294
H 8.5695 -3.8346 4.0567
H 8.1732 -5.5471 4.3511
C -6.0414 -1.7959 8.9413
Cl -6.6109 -2.1310 7.3014
Cl -4.3313 -2.1955 9.1435
H -6.1725 -0.7396 9.1429
H -6.6186 -2.3932 9.6365
C -9.7908 -2.5056 3.5113
Cl -9.4265 -0.9544 2.7490
Cl -9.0010 -3.8610 2.6948
H -9.4412 -2.4719 4.5367
H -10.8625 -2.6601 3.4771
C 8.0033 2.2565 -5.1162
Cl 8.8263 2.7238 -3.6188
Cl 9.0985 2.2695 -6.5013
H 7.6109 1.2542 -4.9914
H 7.1988 2.9599 -5.2924
C -2.3078 -0.2222 -4.3389
Cl -3.0079 -1.7799 -3.8843
Cl -0.6674 -0.0453 -3.7082
H -2.2728 -0.1577 -5.4200
H -2.9261 0.5683 -3.9323
C 3.6220 5.3183 -3.8869
Cl 3.0154 5.9480 -2.3447
Cl 2.4148 5.4660 -5.1742
H 4.4989 5.8881 -4.1689
H 3.8743 4.2720 -3.7542
C -13.4346 -2.1017 1.4022
Cl -11.8666 -2.5247 0.7056
Cl -13.2766 -1.1201 2.8655
H -13.9965 -1.5360 0.6689
H -13.9553 -3.0166 1.6582
C 10.7443 4.3163 -0.5922
Cl 9.8313 4.5126 0.9089
Cl 12.3298 3.5876 -0.3132
H 10.1794 3.6718 -1.2536
H 10.8851 5.2910 -1.0433
C -7.1895 -1.5881 -8.2242
Cl -8.3817 -2.0194 -6.9941
Cl -5.7727 -0.8026 -7.5124
H -6.8646 -2.4896 -8.7291
H -7.6466 -0.9002 -8.9251
C -0.0141 7.1741 -7.1928
Cl 0.8533 6.7255 -8.6669
Cl -0.8864 8.7010 -7.3807
H -0.7285 6.3935 -6.9603
H 0.7032 7.2832 -6.3888
C 3.4170 -4.6973 2.1846
Cl 1.7609 -4.1846 1.8185
Cl 3.4512 -6.1638 3.1649
H 3.9280 -4.8925 1.2502
H 3.9104 -3.9030 2.7323


# 2
123
Properties=species:S:1:pos:R:3 method="wB97M-V/def2-TZVPD" max_force_ev_per_a=3.769 e_above_lowest_kcal_mol=71.0 lumo_energy_ev=0.3 smiles=CC1(C)CCCC(C)(C)N1O.CC1(C)CCCC(C)(C)N1O.CC1(C)CCCC(C)(C)N1O.CC1(C)CCCC(C)(C)N1O.O e_homo_ev=-7.9 mol_weight_g_mol=647.04
C 3.5299 -5.3203 1.2047
C 2.5489 -4.3508 1.8976
C 2.3089 -3.2470 0.8797
C 1.0788 -2.3496 1.2113
C -0.1461 -3.2414 1.4430
C 0.0838 -4.3380 2.4652
N 1.3677 -5.0108 2.3076
O 1.5607 -6.1348 3.1204
C -0.0972 -3.8251 3.8921
C -0.9944 -5.4230 2.1328
C 3.3974 -3.8045 3.1202
H 3.9727 -6.0797 1.8532
H 4.4723 -4.8201 0.9361
H 3.1972 -5.6568 0.2183
H 3.0963 -2.5100 0.7198
H 2.1065 -3.7049 -0.0934
H 1.0000 -1.5675 0.4585
H 1.2915 -1.8534 2.1639
H -0.5165 -3.6838 0.5154
H -0.9477 -2.5840 1.7933
H 0.2906 -4.5272 4.6358
H 0.4256 -2.8777 4.0346
H -1.1314 -3.7291 4.2354
H -1.0291 -6.2456 2.8447
H -1.9762 -4.9611 1.9711
H -0.9238 -5.8694 1.1321
H 4.3620 -3.4515 2.7645
H 3.4748 -4.5607 3.8953
H 2.8137 -2.9462 3.4668
H 1.2993 -6.8467 2.5234
C 0.1576 0.9818 3.0397
C 1.3270 1.7277 3.6334
C 1.0721 3.2316 3.4018
C 1.8759 4.1812 4.3133
C 1.7445 3.7798 5.7723
C 2.1829 2.3354 5.9714
N 1.4390 1.4570 5.0729
O 1.7588 0.1079 5.3091
C 3.7259 2.2009 5.9072
C 1.7341 1.9614 7.4154
C 2.6280 1.4432 2.8394
H -0.7933 1.3699 3.4126
H 0.2103 -0.1005 3.1593
H 0.0902 1.1650 1.9649
H 1.2467 3.4241 2.3424
H 0.0161 3.4711 3.5697
H 1.4046 5.1568 4.1783
H 2.9354 4.2120 4.0495
H 0.6862 3.9109 6.0081
H 2.3944 4.5063 6.2602
H 4.1774 3.0990 6.3404
H 4.2148 1.4205 6.4924
H 4.0438 2.0793 4.8738
H 2.1538 0.9933 7.6935
H 1.9291 2.6941 8.1964
H 0.6512 1.8021 7.4098
H 2.4046 1.1274 1.8190
H 3.1647 0.5798 3.2532
H 3.3795 2.2307 2.8771
H 1.0072 -0.2119 5.8199
C -7.0281 -1.3512 -4.0829
C -6.6889 -0.7905 -2.6969
C -5.9792 -1.8788 -1.8460
C -4.4998 -2.0248 -2.1821
C -3.8446 -0.6422 -1.9460
C -4.4363 0.4136 -2.9012
N -5.8872 0.4503 -2.7125
O -6.5387 1.4724 -3.4555
C -3.8784 1.7823 -2.4733
C -3.9507 0.1101 -4.3221
C -7.9951 -0.5252 -1.9504
H -7.8739 -0.8595 -4.5679
H -7.2425 -2.4223 -4.0510
H -6.2440 -1.2727 -4.8390
H -6.0331 -1.5575 -0.8018
H -6.5446 -2.8098 -1.8710
H -4.2618 -2.3509 -3.1910
H -3.9928 -2.6516 -1.4446
H -2.7625 -0.6678 -2.0839
H -3.9970 -0.3851 -0.8924
H -2.8031 1.6641 -2.3013
H -3.9738 2.4933 -3.2980
H -4.2673 2.2845 -1.5882
H -4.2447 -0.8945 -4.6245
H -4.3246 0.8714 -5.0016
H -2.8650 -0.0156 -4.2975
H -8.6106 0.2608 -2.4017
H -7.8926 -0.1592 -0.9265
H -8.5815 -1.4447 -1.9691
H -7.1565 1.7801 -2.7837
C 4.8434 2.2786 -5.3481
C 3.6122 1.8570 -4.5459
C 4.0155 2.2116 -3.1107
C 2.9172 2.0684 -2.0413
C 1.5842 2.7824 -2.4657
C 1.2877 2.7933 -3.9974
N 2.4881 2.7111 -4.8559
O 2.1415 2.7084 -6.2126
C 0.2179 1.7201 -4.2826
C 0.7161 4.1906 -4.2872
C 3.2756 0.3544 -4.6320
H 5.7968 1.9593 -4.9362
H 4.8657 3.3703 -5.3959
H 4.7454 1.9774 -6.3957
H 4.8406 1.5291 -2.8798
H 4.4457 3.2064 -2.9750
H 3.3188 2.5049 -1.1269
H 2.7361 1.0106 -1.8513
H 1.4972 3.7719 -2.0230
H 0.8759 2.1423 -1.9357
H 0.6530 0.7409 -4.0576
H -0.6203 1.7780 -3.5891
H -0.0740 1.6805 -5.3306
H -0.2236 4.3095 -3.7422
H 1.3724 5.0197 -4.0124
H 0.5186 4.3824 -5.3443
H 2.7042 -0.0369 -3.7946
H 4.1106 -0.2846 -4.9215
H 2.6060 0.2722 -5.4974
H 2.2224 3.6156 -6.5258
O -0.9560 0.5092 -0.3039
H -1.3362 1.2980 0.1002
H -1.6786 -0.1283 -0.3181